Molecular formula: C31H85N7O8
Method: DFT, ωB97M-V with the def2-TZVPD basis set

Summary:
E_tot: -2217.1534 Eh
SMILES: COC[C@H](C)N.COC[C@H](C)N.COC[C@H](C)N.COC[C@H](C)N.COC[C@H](C)N.COC[C@H](C)N.COC[C@H](C)N.CC(C)O
Lowest unoccupied orbital energy: 0.468 eV
2S+1: 1
Charge: 0
Relative energy (zero: lowest compared OMol25 entry of this formula, charge and spin): 0.0 kcal/mol
E_HOMO: -8.27 eV
Kohn-Sham gap: 8.735 eV

CARTESIAN COORDINATES (ANGSTROEM)
O  2.57276  3.88299  3.92537
O  -3.69165  -1.04706  1.30629
O  -2.87918  5.86816  0.01914
O  -0.52925  -4.07168  -1.89846
O  -0.17781  0.68732  3.28266
O  5.01548  2.03262  -4.10291
O  -2.27101  0.72705  -3.92462
O  4.13388  -3.81041  1.91001
N  1.16994  -1.10942  0.42355
N  3.81510  0.48815  -0.83325
N  -4.78255  1.33167  -4.68004
N  -3.57852  -3.70357  -1.57898
N  1.91832  -4.63472  4.78928
N  5.07581  2.75634  4.80389
N  -3.72380  -0.38079  -1.36048
C  -4.71561  0.27706  -0.46787
C  4.72043  0.90326  3.15654
C  0.05941  -0.41329  2.44754
C  -0.98830  0.84440  -3.33056
C  3.89241  0.72128  -2.28305
C  -1.32204  0.57540  4.14395
C  0.81939  0.06049  1.24042
C  4.47540  2.34279  3.50474
C  0.58483  -3.41138  -2.42849
C  5.64561  1.05795  -4.93553
C  -4.07733  2.49804  -6.75012
C  3.36895  -3.54514  3.12858
C  -2.56226  -4.04020  -0.56482
C  -2.43248  1.73317  -4.94508
C  -1.16243  -3.40123  -0.81704
C  2.50864  1.23549  -2.74274
C  1.41100  4.10882  4.71029
C  4.82573  -2.67662  1.42059
C  -2.33533  3.50256  -0.65010
C  -2.41962  -5.52467  -0.45845
C  5.00578  1.67148  -2.67664
C  -3.86830  -2.02106  2.27637
C  -2.72856  4.48783  0.45183
C  -5.99825  0.65107  -1.16901
C  -1.60228  4.62215  1.49674
C  -4.92916  -0.69724  0.71180
C  1.16413  -4.72006  2.40949
C  2.31640  -4.66541  3.39861
C  0.14170  1.09165  0.41047
C  -3.67159  1.41443  -5.72139
C  2.92403  2.49863  3.67119
H  2.35744  2.17727  2.78892
H  -4.25245  1.12697  0.03062
H  -2.01998  -5.80999  0.48712
H  4.74355  0.23094  -0.55055
H  -1.35419  3.70816  2.00989
H  1.54060  3.99327  5.74392
H  4.80282  2.97040  2.65168
H  -3.64097  0.12175  -2.21840
H  -0.14458  1.88512  1.12571
H  5.59065  1.39014  -5.97578
H  -1.34231  -0.43361  4.57517
H  5.04914  -2.88277  0.36313
H  -6.49290  -0.23379  -1.53032
H  -0.62429  -3.53803  0.11305
H  2.27691  2.24741  -2.34950
H  -2.57220  2.77358  -4.56838
H  -0.75147  0.68728  -0.07210
H  1.73081  0.50302  -2.48448
H  -1.21809  1.33068  4.91953
H  -5.64605  1.05494  -5.12179
H  1.57110  -1.82851  1.00889
H  1.93513  -0.85092  -0.21307
H  -0.71618  0.01739  -2.70638
H  -0.68073  4.91642  0.98046
H  5.96881  1.28711  -2.34741
H  -2.84115  -3.64110  0.43110
H  0.56975  -3.82187  2.47712
H  -2.94097  3.49834  -1.57008
H  2.91279  -5.54371  3.12119
H  4.10254  -3.66623  3.93355
H  2.61243  1.86336  4.50198
H  -0.87688  -0.91673  2.19344
H  -3.79659  -2.70328  -1.62095
H  5.75427  0.76568  2.89569
H  -1.28381  3.66126  -0.89139
H  -4.59803  -1.81172  3.06371
H  -3.58133  0.50069  -6.31813
H  1.65959  -4.75748  1.43162
H  -3.68876  4.22374  0.91339
H  -1.79043  -5.94795  -1.22829
H  -5.41221  -1.58010  0.34042
H  5.77559  -2.50933  1.96571
H  2.51935  1.27998  -3.82358
H  0.32301  -2.53973  -3.01381
H  4.16621  0.62680  2.28440
H  4.06301  -0.29082  -2.64936
H  -4.46212  3.46060  -6.33423
H  1.15205  5.15675  4.48226
H  -3.53622  5.92392  -0.68929
H  -6.64515  1.17806  -0.46837
H  4.49425  0.25418  4.01055
H  -2.81048  -0.34393  -0.90647
H  3.60239  1.37833  -0.44470
H  -5.54241  -0.16919  1.44574
H  4.22261  -1.76354  1.48154
H  6.69363  0.90484  -4.64847
H  -0.18981  0.96686  -4.05852
H  -3.27497  -4.05608  -2.47466
H  -2.23759  0.71523  3.56060
H  -3.22046  2.76105  -7.40769
H  0.69946  -1.11682  3.02028
H  -1.89670  5.39744  2.22511
H  0.89536  1.48213  -0.28685
H  1.08018  -5.16855  4.92890
H  1.70464  0.50954  1.68590
H  -0.91353  1.65788  -2.62080
H  -4.58346  0.58940  -4.01773
H  0.63271  3.45292  4.32840
H  5.16507  0.08230  -4.87859
H  -4.82784  2.07569  -7.45088
H  -1.54449  1.78261  -5.56339
H  -4.12783  -3.02945  2.00219
H  2.99072  -2.51086  3.11609
H  1.20666  -3.09088  -1.61293
H  -3.40837  -5.99841  -0.47269
H  0.63452  -5.64378  2.59152
H  4.90164  3.77564  4.89414
H  2.63112  -4.93869  5.44435
H  1.19838  -4.09860  -2.99299
H  -3.00650  -2.09521  2.91421
H  -1.20566  -2.29200  -1.05523
H  6.07339  2.62782  4.78416
H  -5.93128  1.33945  -2.00005
H  -2.38334  2.49988  -0.20912
H  4.89255  2.61122  -2.13963